[1]
A 3-piece molecular cluster, C4H7Br3 overall in a non-equilibrium geometry, computed with ωB97M-V/def2-TZVPD.

Each line ends with the natural charge from an NBO analysis.
Atoms and positions in Å:
C -2.4540 0.7099 -2.4704  -0.4314
C -2.8036 0.4958 -1.2233  -0.2040
Br -3.8184 1.9058 -0.3239  0.0678
Br -2.7382 -1.1957 -0.4539  0.1289
H -1.9118 0.0183 -3.0432  0.2230
H -2.5355 1.7022 -2.7815  0.2220
C 0.7249 2.1058 0.4224  -0.3919
C -0.1479 1.1424 0.2019  -0.3923
H 0.7793 2.8997 1.1465  0.2056
H 1.5855 2.0959 -0.1739  0.1777
H -1.1427 1.1422 0.8151  0.1903
H -0.2193 0.4496 -0.6918  0.2044
Br 3.3782 -0.9260 -3.0518  -0.2323
H 2.8620 -0.5914 -1.5876  0.2323

The value obtained for the HOMO-LUMO gap is 9.903 eV. The spin multiplicity is 1. The calculation puts the relative energy (zero: lowest compared OMol25 entry of this formula, charge and spin) at 45.1 kcal per mole. As for the SMILES: C=C(Br)Br.C=C.Br.

[2]
An isolated molecule of C4H7BrCl2O in a non-equilibrium geometry, computed with ωB97M-V/def2-TZVPD.

Each line ends with the Löwdin spin population.
Atoms and positions in Å:
C 1.0738 -1.0858 0.0032  0.0120
C 0.0038 0.7740 -1.2598  0.0024
C 0.2285 0.1665 0.1392  0.0209
C -1.2358 -0.2112 0.8172  0.3120
O 0.8903 1.0639 0.9231  0.0161
Cl -1.7640 -1.6143 -0.2919  0.5195
Cl -0.9291 -0.9732 2.4432  0.1114
Br -2.5011 1.1248 0.8189  0.9895
H 1.1162 -1.3235 -0.9870  0.0005
H 1.9976 -0.6707 0.4297  0.0034
H 0.8364 -2.0262 0.6932  0.0050
H -0.3213 1.9160 -1.3183  0.0012
H 0.9489 0.7775 -1.7144  0.0010
H -0.7847 0.2278 -1.8902  -0.0001
H 0.4404 1.8542 1.1937  0.0054

The value obtained for the HOMO-LUMO gap (spin up / spin down) is 5.579 / 5.355 eV. The spin multiplicity is 3.

[3]
A 2-piece molecular cluster, C4H7BrF2 overall in a non-equilibrium geometry, computed with ωB97M-V/def2-TZVPD.

Each line ends with the natural charge from an NBO analysis.
Atoms and positions in Å:
C -0.5437 -1.0769 -1.4122  -0.4178
C -0.8955 -0.8584 -0.1198  0.0026
C -0.3029 -1.3199 1.0516  -0.7044
Br -2.0585 0.6953 0.1348  0.0099
H 0.2095 -1.7034 -1.7021  0.1981
H -0.9930 -0.8412 -2.3237  0.2173
H -0.9519 -2.1227 1.5042  0.2446
H -0.2122 -0.5666 1.7422  0.2369
H 0.7489 -1.6325 0.8096  0.2402
F 1.1425 2.7080 1.0918  -0.3348
C 1.0473 1.9060 0.0631  0.4220
F 2.1097 1.9532 -0.7233  -0.3393
H 0.8818 0.7386 0.1953  0.1082
H -0.1819 2.1205 -0.3116  0.1163

The value obtained for the HOMO-LUMO gap is 9.956 eV. The spin multiplicity is 1. The calculation puts the relative energy (zero: lowest compared OMol25 entry of this formula, charge and spin) at 60.5 kcal per mole. As for the SMILES: C=C(C)Br.FCF.

[4]
C4H7BrNO5S as an isolated structure in a non-equilibrium geometry, computed with ωB97M-V/def2-TZVPD.

Each line ends with the natural charge from an NBO analysis.
Atoms and positions in Å:
C 3.6484 -0.0562 -0.1210  1.0693
C -1.8445 0.2198 0.5672  -0.4409
C -1.1634 0.3883 1.9214  -0.4255
C -0.4249 0.6736 0.6823  -0.4518
N -1.1960 -0.1987 -2.5707  -1.0989
O 3.8045 -1.2102 -0.2667  -0.5503
O 1.3642 -0.1640 -1.0693  -1.0237
O 3.8370 1.0761 0.0771  -0.5573
O 0.1112 -1.8497 0.0540  -1.0287
O 1.7419 -0.6468 1.3099  -1.0170
S 0.8285 -0.6079 0.1974  2.4313
Br 0.2156 2.3419 0.3054  0.0873
H -2.6536 0.9562 0.4088  0.2098
H -2.0312 -0.8391 0.1847  0.2668
H -0.9341 -0.4321 2.5213  0.2281
H -1.5287 1.1628 2.7284  0.2047
H -1.3068 0.6173 -2.0343  0.3548
H -0.4426 -0.7857 -2.1720  0.4046
H -2.0255 -0.6455 -2.7239  0.3375

The value obtained for the HOMO-LUMO gap is 8.980 eV. The spin multiplicity is 1. Its charge is -1. The calculation puts the relative energy (zero: lowest compared OMol25 entry of this formula, charge and spin) at 47.1 kcal per mole.